w) ORCA calculation (ωB97M-V/def2-TZVPD) on an isolated ion of composition CH4N3 and charge +1.

LUMO level: -6.562 eV
Kohn-Sham gap: 9.1 eV
SMILES: N#[N+]CN

The geometry in ORCA input format:
```
! wB97M-V def2-TZVPD RIJCOSX def2/J DEFGRID3
* xyz 1 1
C 0.322 0.486 0.522
N 2.681 -0.109 0.514
N 1.572 0.001 0.716
N -0.106 -0.495 -0.483
H 0.571 1.465 0.063
H -0.386 0.638 1.415
H 0.373 -0.818 -1.276
H -0.848 -1.160 -0.220
*
```

Atom charges from the Löwdin analysis, given in e for atoms 1 to 2:
1. C -0.16
2. N 0.44

---

x) ORCA calculation (ωB97M-V/def2-TZVPD) on a 2-piece molecular cluster, CH4N3 overall.

LUMO level (spin up / spin down): -8.026 / -8.021 eV
Kohn-Sham gap (spin up / spin down): 8.1 / 8.1 eV

The geometry in ORCA input format:
```
! wB97M-V def2-TZVPD RIJCOSX def2/J DEFGRID3
* xyz 1 1
C -0.523 -0.056 0.011
N -1.483 0.805 0.266
N -1.592 -0.707 -0.115
N 1.883 -0.149 0.037
H -1.835 1.233 1.160
H -2.117 -1.277 -0.722
H 1.579 0.650 -0.512
H 2.006 0.089 0.989
*
```

Atom charges from the Löwdin analysis, given in e for atoms 1 to 2:
1. C -0.05
2. N 0.18

---

y) ORCA calculation (ωB97M-V/def2-TZVPD) on an isolated ion of composition CH4N3 and charge +1.

LUMO level: -4.931 eV
Kohn-Sham gap: 10.7 eV
SMILES: [NH2+]=C1NN1

The geometry in ORCA input format:
```
! wB97M-V def2-TZVPD RIJCOSX def2/J DEFGRID3
* xyz 1 1
C -0.138 0.134 -0.138
N 0.744 1.078 -0.823
N 0.154 -0.181 -1.379
N -0.534 -0.204 1.072
H 1.697 1.271 -0.609
H -0.502 -0.225 -2.143
H -0.234 0.403 1.816
H -1.001 -1.129 1.252
*
```

Atom charges from the Löwdin analysis, given in e for atoms 1 to 2:
1. C -0.24
2. N 0.17

---

It comes down to w), which is 10.7 kcal/mol more stable than the next structure.

---

w) ORCA calculation (ωB97M-V/def2-TZVPD) on C31H37IN4O2PdSi2 as an isolated structure.

LUMO level: 4.211 eV
Kohn-Sham gap: 4.7 eV

The geometry in ORCA input format:
```
! wB97M-V def2-TZVPD RIJCOSX def2/J DEFGRID3
* xyz -2 1
Pd -1.072 0.309 -0.152
C -0.919 3.101 2.752
Si -1.799 1.427 2.894
C -3.548 1.502 2.235
C -2.023 1.264 4.784
C -0.791 0.107 2.090
C -1.456 -1.208 1.844
C -2.091 -2.066 2.737
C -2.558 -3.285 2.271
C -2.399 -3.623 0.937
C -1.814 -2.704 0.082
N -1.338 -1.553 0.549
Si 0.901 -0.244 2.707
C 0.985 -0.468 4.600
C 2.173 1.137 2.443
C 1.538 -1.911 2.111
H -1.617 3.881 2.436
H -0.108 3.075 2.023
H -0.498 3.396 3.719
H -3.899 2.534 2.135
H -4.240 0.964 2.888
H -3.612 1.047 1.242
H -2.714 2.041 5.132
H -1.080 1.393 5.319
H -2.440 0.294 5.072
H -2.210 -1.773 3.773
H -3.050 -3.973 2.950
H -2.791 -4.549 0.540
H -1.677 -2.877 -0.977
H 0.877 0.484 5.126
H 1.951 -0.900 4.885
H 0.196 -1.135 4.961
H 2.234 1.763 3.337
H 1.902 1.777 1.602
H 3.167 0.719 2.252
H 1.279 -2.685 2.839
H 2.623 -1.921 1.965
H 1.080 -2.190 1.163
N 3.871 0.783 -0.688
C 2.533 1.076 -0.823
N 1.778 0.038 -0.960
C 2.661 -1.040 -0.946
C 2.404 -2.397 -1.130
C 3.475 -3.267 -1.039
C 4.779 -2.811 -0.781
C 5.056 -1.463 -0.640
C 3.973 -0.593 -0.742
H 4.606 1.435 -0.488
H 2.186 2.097 -0.834
H 1.396 -2.718 -1.374
H 3.310 -4.328 -1.179
H 5.586 -3.528 -0.690
H 6.062 -1.103 -0.464
I -4.514 -0.939 -0.884
C -2.438 2.171 -0.912
C -3.078 3.393 -1.212
C -2.393 4.591 -1.178
C -1.019 4.578 -0.914
C -0.426 3.370 -0.630
N -1.136 2.240 -0.598
H -4.139 3.377 -1.438
H -2.902 5.539 -1.339
H -0.423 5.482 -0.925
H 0.630 3.330 -0.388
O -0.324 -2.348 -2.652
C -0.462 -1.182 -3.083
O -0.764 -0.138 -2.472
C -0.203 -0.986 -4.581
C 0.551 -1.915 -5.290
C 0.781 -1.752 -6.650
C 0.242 -0.659 -7.320
C -0.524 0.265 -6.618
C -0.736 0.106 -5.255
H 0.938 -2.768 -4.748
H 1.371 -2.483 -7.193
H 0.417 -0.530 -8.383
H -0.962 1.109 -7.140
H -1.323 0.818 -4.688
*
```

Atom charges from the Löwdin analysis, given in e for atoms 1 to 2:
1. Pd 0.87
2. C -0.18

---

x) ORCA calculation (ωB97M-V/def2-TZVPD) on C31H37IN4O2PdSi2 as an isolated structure.

LUMO level: 3.973 eV
Kohn-Sham gap: 4.7 eV

The geometry in ORCA input format:
```
! wB97M-V def2-TZVPD RIJCOSX def2/J DEFGRID3
* xyz -2 1
Pd 0.503 0.375 -0.142
C 0.684 3.156 -2.127
Si 0.020 3.548 -0.384
C -1.142 5.041 -0.677
C 1.468 4.346 0.581
C -0.775 2.131 0.482
C -0.955 2.163 1.919
C -0.602 3.275 2.733
C -0.735 3.224 4.102
C -1.261 2.084 4.706
C -1.653 1.065 3.850
N -1.519 1.084 2.535
Si -2.213 1.346 -0.402
C -2.059 1.439 -2.289
C -2.856 -0.373 0.042
C -3.785 2.407 -0.071
H 1.691 3.577 -2.221
H 0.057 3.619 -2.897
H 0.756 2.087 -2.334
H -0.591 5.879 -1.119
H -1.600 5.385 0.256
H -1.951 4.771 -1.364
H 2.278 4.595 -0.109
H 1.869 3.694 1.358
H 1.149 5.282 1.054
H -0.218 4.179 2.278
H -0.432 4.081 4.696
H -1.371 1.986 5.779
H -2.109 0.161 4.254
H -1.220 0.881 -2.705
H -1.988 2.478 -2.629
H -2.986 1.027 -2.706
H -2.114 -1.164 0.006
H -3.674 -0.604 -0.656
H -3.258 -0.330 1.056
H -3.654 3.434 -0.430
H -3.970 2.452 1.008
H -4.678 1.986 -0.546
N 1.251 -3.921 -0.588
C 0.463 -2.831 -0.834
N 0.006 -2.275 0.249
C 0.523 -3.020 1.291
C 0.408 -2.825 2.665
C 1.077 -3.702 3.496
C 1.852 -4.752 2.981
C 1.991 -4.951 1.618
C 1.321 -4.062 0.784
H 1.773 -4.396 -1.302
H 0.339 -2.470 -1.844
H -0.159 -1.981 3.040
H 1.026 -3.564 4.569
H 2.370 -5.412 3.668
H 2.610 -5.749 1.226
I 3.040 0.150 4.088
C 3.091 0.438 1.988
C 3.646 1.615 1.502
C 3.556 1.815 0.129
C 2.979 0.846 -0.677
C 2.526 -0.348 -0.076
N 2.586 -0.530 1.273
H 4.072 2.350 2.168
H 3.925 2.733 -0.312
H 2.907 0.942 -1.751
H 2.323 -1.219 -0.686
O 1.763 -2.732 -3.701
C 1.491 -1.510 -3.817
O 1.288 -0.676 -2.910
C 1.495 -0.958 -5.252
C 1.294 0.400 -5.482
C 1.294 0.904 -6.775
C 1.491 0.052 -7.855
C 1.687 -1.304 -7.633
C 1.691 -1.804 -6.337
H 1.129 1.036 -4.620
H 1.133 1.964 -6.938
H 1.488 0.442 -8.867
H 1.837 -1.976 -8.472
H 1.845 -2.855 -6.129
*
```

Atom charges from the Löwdin analysis, given in e for atoms 1 to 2:
1. Pd 0.48
2. C -0.20

---

It comes down to x), which is 23.5 kcal/mol more stable than the next structure.

---

w) ORCA calculation (ωB97M-V/def2-TZVPD) on C37H24BrF3N5OPdS2 as an isolated structure.

LUMO level (spin up / spin down): -5.258 / -5.849 eV
Kohn-Sham gap (spin up / spin down): 4.9 / 4.3 eV

The geometry in ORCA input format:
```
! wB97M-V def2-TZVPD RIJCOSX def2/J DEFGRID3
* xyz 1 1
Pd 1.020 -1.125 0.979
F 5.427 -2.076 5.228
C 5.072 -1.088 4.384
F 5.697 -1.317 3.224
F 5.558 0.053 4.893
C 3.569 -1.047 4.265
C 2.831 -1.199 5.425
C 1.444 -1.255 5.353
C 0.855 -1.215 4.109
N 1.565 -1.053 2.993
C 2.893 -0.901 3.047
S 3.585 -0.481 1.534
H 3.339 -1.280 6.376
H 0.847 -1.355 6.246
H -0.216 -1.306 4.001
N -6.399 -1.154 -6.439
C -5.590 -1.168 -5.624
C -4.588 -1.187 -4.606
C -4.650 -0.277 -3.550
C -3.690 -0.309 -2.559
C -2.647 -1.240 -2.599
C -2.595 -2.142 -3.665
C -3.553 -2.120 -4.659
C -1.635 -1.259 -1.528
C -0.279 -1.185 -1.877
C 0.228 -1.025 -3.199
C 1.591 -0.860 -3.098
C 1.899 -0.919 -1.737
N 0.789 -1.146 -1.013
C -2.094 -1.274 -0.199
C -3.454 -1.467 0.208
C -3.479 -1.337 1.576
C -2.150 -1.105 1.974
N -1.328 -1.090 0.923
H -5.449 0.449 -3.519
H -3.725 0.409 -1.751
H -1.813 -2.888 -3.688
H -3.511 -2.824 -5.478
H -0.365 -0.993 -4.095
H 2.303 -0.705 -3.891
H 2.856 -0.766 -1.270
H -4.280 -1.689 -0.444
H -4.332 -1.404 2.229
H -1.783 -0.949 2.976
C -0.858 7.679 -2.621
C 0.607 7.691 -2.348
O 1.516 7.572 -3.100
S 0.925 7.854 -0.492
C 1.020 6.120 -0.159
C 1.791 5.254 -0.934
C 1.810 3.906 -0.639
C 1.052 3.397 0.423
C 0.286 4.274 1.199
C 0.282 5.625 0.918
C 1.053 2.001 0.682
C 1.035 0.808 0.872
H -1.054 7.744 -3.691
H -1.339 8.501 -2.094
H -1.273 6.749 -2.229
H 2.382 5.637 -1.755
H 2.407 3.223 -1.229
H -0.314 3.882 2.008
H -0.313 6.311 1.505
Br 3.495 -3.548 -0.193
C 1.904 -4.197 0.584
C 1.747 -5.573 0.617
C 0.604 -6.096 1.189
C -0.340 -5.222 1.704
C -0.101 -3.868 1.631
N 1.005 -3.336 1.079
H 2.517 -6.202 0.197
H 0.456 -7.166 1.232
H -1.249 -5.589 2.156
H -0.818 -3.161 2.028
*
```

Atom charges from the Löwdin analysis, given in e for atoms 1 to 2:
1. Pd 1.06
2. F 0.15

---

x) ORCA calculation (ωB97M-V/def2-TZVPD) on C37H24BrF3N5OPdS2 as an isolated structure.

LUMO level: -5.023 eV
Kohn-Sham gap: 5.1 eV

The geometry in ORCA input format:
```
! wB97M-V def2-TZVPD RIJCOSX def2/J DEFGRID3
* xyz 1 1
Pd 0.057 -0.068 -1.319
F 3.882 3.934 -2.633
C 3.969 3.051 -3.644
F 4.319 3.731 -4.744
F 4.966 2.200 -3.358
C 2.660 2.323 -3.849
C 2.056 2.351 -5.082
C 0.866 1.657 -5.276
C 0.345 0.971 -4.212
N 0.906 0.930 -2.990
C 2.061 1.600 -2.795
S 2.798 1.547 -1.231
H 2.518 2.897 -5.893
H 0.364 1.649 -6.233
H -0.570 0.415 -4.315
N -6.956 -4.278 5.254
C -6.213 -3.822 4.506
C -5.282 -3.253 3.566
C -4.100 -3.926 3.264
C -3.208 -3.373 2.363
C -3.462 -2.141 1.756
C -4.646 -1.478 2.083
C -5.555 -2.027 2.970
C -2.505 -1.559 0.783
C -1.109 -1.509 1.103
C -0.583 -1.737 2.460
C 0.746 -1.654 2.413
C 1.152 -1.426 1.002
N -0.120 -1.275 0.272
C -2.936 -1.066 -0.423
C -4.315 -1.138 -0.983
C -4.335 -0.521 -2.161
C -2.926 -0.044 -2.427
N -2.157 -0.406 -1.306
H -3.893 -4.881 3.726
H -2.311 -3.923 2.107
H -4.839 -0.494 1.673
H -6.468 -1.501 3.216
H -1.199 -1.908 3.328
H 1.438 -1.776 3.233
H 1.625 -2.346 0.620
H -5.145 -1.635 -0.505
H -5.171 -0.412 -2.835
H -1.947 -1.670 -3.285
C 6.609 2.255 6.876
C 5.711 1.977 5.697
O 4.547 2.259 5.666
S 6.591 1.151 4.372
C 5.274 0.759 3.258
C 4.426 1.744 2.767
C 3.389 1.401 1.915
C 3.198 0.081 1.517
C 4.072 -0.896 1.993
C 5.100 -0.562 2.858
C 2.063 -0.281 0.638
C 1.767 0.271 -0.543
H 6.257 3.149 7.385
H 7.651 2.369 6.579
H 6.538 1.406 7.557
H 4.568 2.774 3.060
H 2.709 2.172 1.571
H 3.959 -1.927 1.680
H 5.770 -1.328 3.228
Br -1.857 2.448 -1.466
C -2.742 1.446 -2.749
C -3.238 2.062 -3.839
C -3.815 1.421 -4.985
C -3.689 0.145 -5.438
C -2.907 -0.865 -4.823
N -2.411 -0.828 -3.623
H -3.201 3.143 -3.884
H -4.348 2.093 -5.649
H -4.108 -0.110 -6.401
H -2.657 -1.739 -5.416
*
```

Atom charges from the Löwdin analysis, given in e for atoms 1 to 2:
1. Pd 0.88
2. F 0.13

---

It comes down to x), which is 49.1 kcal/mol more stable than the next structure.